[1]
{"formula": "C3H6FNO2", "method": "ωB97M-V/def2-TZVPD", "symbols": ["C", "C", "F", "O", "C", "O", "H", "H", "H", "N", "H", "H", "H"], "coordinates": [[-0.5036, -1.3655, 0.0362], [0.9479, -0.9880, -0.0826], [1.8917, -1.8139, 0.4653], [1.3441, -0.6923, -1.4346], [1.5239, 0.2713, -0.5565], [1.8412, 1.3972, -0.5515], [-0.7918, -1.2311, 1.0262], [-0.5783, -2.4542, -0.2810], [-1.0851, -0.6897, -0.6982], [-1.2104, 1.5659, 0.6281], [-2.0405, 2.1069, 0.4272], [-0.5715, 1.6688, -0.2304], [-0.7675, 2.2246, 1.2517]], "lowdin_charge": [0.009, -0.397, 0.087, 0.188, -0.432, 0.171, 0.052, 0.117, 0.117, 0.020, 0.012, 0.043, 0.013], "smiles": "C[C@@]1(F)OC1=O.N", "de_lowest_kcal_mol": 44.8, "lumo_energy_ev": 0.8, "orbital_gap_ev": 11.4, "charge": 0, "energy_ha": -422.9608, "mol_weight_g_mol": 107.08}

---

[2]
{"formula": "C15H30N3O5PPdS", "method": "ωB97M-V/def2-TZVPD", "symbols": ["Pd", "N", "C", "C", "N", "H", "H", "H", "H", "H", "H", "H", "H", "O", "N", "C", "C", "C", "C", "C", "S", "H", "H", "H", "H", "C", "C", "C", "C", "O", "P", "O", "O", "O", "C", "C", "C", "C", "H", "H", "H", "H", "H", "H", "H", "H", "H", "H", "H", "H", "H", "H", "H", "H", "H", "H"], "coordinates": [[-0.7940, 1.4795, 0.0344], [0.7056, 1.8528, 1.3944], [0.0508, 2.1574, 2.6902], [-1.1378, 3.0594, 2.4204], [-2.0137, 2.3941, 1.4199], [1.3264, 1.0368, 1.4487], [1.2633, 2.6347, 1.0587], [0.7456, 2.6172, 3.3933], [-0.2809, 1.2065, 3.1106], [-0.8082, 4.0020, 1.9812], [-1.6794, 3.2857, 3.3391], [-2.6254, 3.0658, 0.9636], [-2.5933, 1.6754, 1.8471], [-2.3303, 1.1384, -1.2008], [-2.0081, 1.4721, -2.4674], [-2.4730, 0.6603, -3.4362], [-2.2520, 0.9636, -4.7521], [-1.5238, 2.1110, -5.0580], [-1.0311, 2.9085, -4.0512], [-1.2753, 2.5807, -2.7178], [-0.6868, 3.5190, -1.3772], [-3.0092, -0.2040, -3.0766], [-2.6317, 0.3051, -5.5181], [-1.3279, 2.3681, -6.0902], [-0.4414, 3.7889, -4.2587], [3.7298, -0.6899, -0.9367], [3.2604, -1.1130, 0.4446], [3.3396, -2.6159, 0.6438], [4.0200, -0.3748, 1.5321], [1.8592, -0.6856, 0.6460], [0.6577, -0.9707, -0.3766], [0.8007, -2.1735, -1.1941], [0.4194, 0.3870, -1.1196], [-0.5659, -0.9446, 0.6744], [-1.4553, -2.0750, 1.0102], [-0.6121, -3.1910, 1.6020], [-2.4062, -1.4910, 2.0386], [-2.2012, -2.5111, -0.2376], [4.7876, -0.9306, -1.0478], [3.6056, 0.3856, -1.0734], [3.1788, -1.2121, -1.7179], [4.3813, -2.9325, 0.5779], [2.7665, -3.1410, -0.1180], [2.9597, -2.8880, 1.6298], [5.0751, -0.6445, 1.4972], [3.6327, -0.6384, 2.5175], [3.9464, 0.7061, 1.3929], [-0.0590, -2.8335, 2.4717], [0.0904, -3.5720, 0.8617], [-1.2585, -4.0110, 1.9169], [-1.8530, -1.0999, 2.8952], [-3.0855, -2.2640, 2.3966], [-3.0059, -0.6917, 1.5947], [-1.5145, -2.9126, -0.9804], [-2.7397, -1.6656, -0.6695], [-2.9226, -3.2844, 0.0302]], "lowdin_spin": [0.452, 0.009, 0.003, 0.001, 0.014, 0.001, -0.001, 0.001, 0.000, 0.000, 0.000, -0.001, 0.002, 0.028, 0.005, 0.002, 0.005, 0.002, 0.016, 0.035, 0.354, 0.001, 0.000, 0.000, 0.004, 0.000, 0.000, 0.000, 0.000, 0.000, 0.002, 0.005, 0.011, 0.040, 0.003, 0.001, 0.000, 0.000, 0.000, 0.000, 0.000, 0.000, 0.000, 0.000, 0.000, 0.000, 0.000, 0.000, 0.000, 0.000, 0.000, 0.000, 0.000, 0.000, 0.000, 0.000], "de_lowest_kcal_mol": 0.0, "lumo_energy_ev": [-3.7, -4.7], "orbital_gap_ev": [7.7, 6.9], "multiplicity": 2, "charge": 1, "energy_ha": -1997.3564, "mol_weight_g_mol": 501.88}

---

[3]
{"formula": "C5H23O6", "method": "ωB97M-V/def2-TZVPD", "symbols": ["O", "H", "H", "H", "C", "O", "H", "H", "H", "H", "C", "O", "H", "H", "H", "H", "C", "O", "H", "H", "H", "H", "C", "O", "H", "H", "H", "H", "C", "O", "H", "H", "H", "H"], "coordinates": [[-0.0380, 0.1563, 0.1969], [-0.7120, -0.4097, 0.0859], [0.5070, -0.0717, -0.6501], [-0.4640, 1.1683, 0.3179], [1.4690, -3.4857, 1.2059], [1.5580, -2.6547, 0.0419], [2.4260, -3.9277, 1.4469], [0.9610, -4.4277, 1.1459], [1.2490, -3.0097, 2.0429], [2.2790, -3.0647, -0.5571], [3.2060, 0.1333, -0.8431], [2.1700, 1.0363, -1.2401], [4.0540, 0.8433, -0.5181], [3.6630, -0.3437, -1.6481], [2.8350, -0.4787, 0.0639], [2.7260, 2.0403, -1.6571], [-0.0960, 2.7773, 1.9449], [-0.2560, 2.7863, 0.5259], [0.9660, 2.8163, 2.1669], [-0.6300, 2.0543, 2.5609], [-0.6970, 3.7473, 2.4279], [-0.2500, 3.5193, 0.1799], [-3.6740, -0.2847, 0.9559], [-2.3050, -0.8087, 0.9379], [-4.4250, -0.7437, 0.2369], [-3.6420, 0.6943, 0.9449], [-4.2850, -0.6397, 1.9729], [-2.2490, -1.1187, 1.6909], [-1.0160, 0.5983, -2.6961], [-0.7760, -0.7217, -2.1491], [-1.8100, 0.6583, -3.3121], [-0.3040, 1.2293, -3.1201], [-1.4340, 1.2063, -1.8531], [-1.0060, -1.2737, -2.8501]], "lowdin_charge": [0.173, -0.002, 0.146, 0.182, -0.139, -0.148, 0.082, 0.079, 0.029, 0.134, -0.172, -0.256, 0.100, 0.049, 0.101, 0.262, -0.089, -0.035, 0.087, 0.078, 0.155, -0.039, -0.055, -0.036, 0.105, 0.007, 0.153, -0.061, -0.094, -0.074, 0.050, 0.069, 0.092, 0.065], "de_lowest_kcal_mol": 137.3, "lumo_energy_ev": -2.6, "orbital_gap_ev": 10.6, "charge": 1, "energy_ha": -655.1900, "mol_weight_g_mol": 179.23}

---

[4]
{"formula": "C26H25N2O", "method": "ωB97M-V/def2-TZVPD", "symbols": ["C", "O", "C", "C", "C", "C", "C", "C", "C", "C", "C", "C", "C", "C", "N", "C", "C", "C", "C", "H", "H", "H", "H", "H", "H", "H", "H", "H", "H", "H", "H", "H", "H", "H", "H", "C", "C", "C", "C", "C", "N", "C", "C", "C", "C", "H", "H", "H", "H", "H", "H", "H", "H", "H"], "coordinates": [[-1.2832, -0.2358, -5.1293], [-2.5012, 0.1390, -4.4576], [-2.5695, -0.0992, -3.1250], [-1.4756, -0.5802, -2.3533], [-1.5882, -0.6479, -0.9710], [-2.8038, -0.3015, -0.3185], [-2.9292, -0.3006, 1.1076], [-1.9528, 0.0559, 2.0328], [-2.0854, 0.0007, 3.4910], [-3.1129, -0.3893, 4.3272], [-2.9281, -0.3162, 5.7201], [-1.7251, 0.1608, 6.2665], [-0.6850, 0.5802, 5.4187], [-0.8928, 0.5116, 4.0419], [-0.0685, 0.8989, 2.9767], [1.2380, 1.4973, 3.1261], [-0.6917, 0.6353, 1.7884], [-3.9189, 0.0918, -1.1288], [-3.7971, 0.2250, -2.4919], [-1.4624, 0.0159, -6.1700], [-0.4235, 0.3283, -4.7465], [-1.0955, -1.3118, -5.0251], [-0.5305, -0.8578, -2.8471], [-0.7237, -0.9756, -0.3796], [-3.9242, -0.4522, 1.5272], [-4.0409, -0.7524, 3.8953], [-3.7219, -0.6437, 6.4020], [-1.6196, 0.2118, 7.3503], [0.2468, 0.9548, 5.8412], [1.4628, 1.5817, 4.1870], [2.0129, 0.8903, 2.6512], [1.2718, 2.4939, 2.6773], [-0.2908, 0.8949, 0.8227], [-4.8557, 0.3477, -0.6241], [-4.6254, 0.6097, -3.0929], [3.0175, -3.4530, -1.6495], [2.7989, -1.9978, -1.5365], [2.3862, -1.1256, -0.5134], [2.6563, 0.2124, -0.9859], [3.0059, 0.0815, -2.3645], [3.0749, -1.2623, -2.6441], [3.4019, 1.1281, -3.1882], [3.4887, 2.3929, -2.5960], [3.2636, 2.5476, -1.2148], [2.8609, 1.4752, -0.4002], [2.9669, -3.9450, -0.6749], [2.2600, -3.8813, -2.3217], [3.9990, -3.7091, -2.0888], [2.0726, -1.3834, 0.4922], [3.3270, -1.6571, -3.5412], [3.5988, 0.9366, -4.2432], [3.7185, 3.2580, -3.2166], [3.4154, 3.5402, -0.7915], [2.7779, 1.5807, 0.6884]], "lowdin_charge": [-0.045, -0.053, -0.230, 0.016, -0.006, -0.204, 0.106, -0.121, -0.118, -0.007, -0.053, -0.054, 0.009, -0.151, -0.039, 0.011, 0.080, 0.000, 0.023, 0.099, 0.097, 0.102, 0.111, 0.111, 0.136, 0.115, 0.116, 0.114, 0.111, 0.089, 0.092, 0.111, 0.143, 0.128, 0.134, -0.031, -0.312, 0.002, -0.185, -0.224, 0.106, -0.023, -0.091, -0.095, -0.045, 0.085, 0.087, 0.095, 0.096, 0.169, 0.112, 0.103, 0.100, 0.080], "de_lowest_kcal_mol": 15.9, "lumo_energy_ev": -4.7, "orbital_gap_ev": 5.5, "charge": 1, "energy_ha": -1190.2732, "mol_weight_g_mol": 381.50}

---

charge of number 1 (C3H6FNO2)?
0

---

The lowest charge belongs to which entry?
C3H6FNO2

---

charge of number 3 (C5H23O6)?
+1

---

Which value of charge does entry 3 give?
+1